Molecular formula: C65H113O34P3
Method: DFT, ωB97M-V with the def2-TZVPD basis set

Bonds (Å) are listed after each position.
Cartesian coordinates (Å):
1 C -8.62181 7.62283 14.09923  C2 1.427, C6 1.342, H9 1.080
2 C -9.69763 6.70629 14.29370  C1 1.427, C3 1.405, H10 1.080
3 C -9.65011 5.67996 15.25144  C2 1.405, C4 1.368, O8 1.400
4 C -8.54246 5.60035 16.05049  C3 1.368, C5 1.395, H11 1.080
5 C -7.48188 6.48276 15.84441  C4 1.395, C6 1.413, H12 1.080
6 C -7.51252 7.47524 14.83956  C1 1.342, C5 1.413, O7 1.391
7 O -6.46152 8.37055 14.67094  C6 1.391, H13 0.960
8 O -10.79140 4.90061 15.47226  C3 1.400, H14 0.960
9 H -8.68498 8.39148 13.34319  C1 1.080
10 H -10.61708 6.86096 13.74865  C2 1.080
11 H -8.55576 4.96402 16.92302  C4 1.080
12 H -6.72929 6.45483 16.61851  C5 1.080
13 H -5.78782 8.30158 15.35136  O7 0.960
14 H -11.51487 5.36684 15.04703  O8 0.960
15 C -19.82047 1.68495 19.36103  C16 1.402, C20 1.406, H23 1.080
16 C -20.13268 1.86530 18.00603  C15 1.402, C17 1.373, H24 1.080
17 C -19.23342 1.80817 16.97001  C16 1.373, C18 1.412, O22 1.366
18 C -17.85868 1.60527 17.21951  C17 1.412, C19 1.412, H25 1.080
19 C -17.49666 1.27221 18.54341  C18 1.412, C20 1.398, H26 1.080
20 C -18.47114 1.33400 19.54352  C15 1.406, C19 1.398, O21 1.316
21 O -18.13001 1.11996 20.79606  C20 1.316, H27 0.960
22 O -19.64801 1.99034 15.68075  C17 1.366, H28 0.960
23 H -20.49311 1.74233 20.20403  C15 1.080
24 H -21.18153 2.04211 17.81882  C16 1.080
25 H -17.17404 1.49469 16.39159  C18 1.080
26 H -16.47540 1.18761 18.88440  C19 1.080
27 H -17.25084 0.75476 20.91968  O21 0.960
28 H -20.60748 1.95943 15.67474  O22 0.960
29 C -14.27799 6.24093 18.66680  C30 1.382, C34 1.409, H37 1.080
30 C -15.19408 6.63319 19.62419  C29 1.382, C31 1.396, H38 1.080
31 C -15.87521 5.68912 20.39444  C30 1.396, C32 1.390, O36 1.402
32 C -15.60948 4.34001 20.18794  C31 1.390, C33 1.378, H39 1.080
33 C -14.71621 3.92107 19.22602  C32 1.378, C34 1.394, H40 1.080
34 C -13.96926 4.87309 18.53335  C29 1.409, C33 1.394, O35 1.339
35 O -12.99626 4.49360 17.69532  C34 1.339, H41 0.960
36 O -16.84925 6.15544 21.28928  C31 1.402, H42 0.960
37 H -13.67658 6.99898 18.18715  C29 1.080
38 H -15.42418 7.68825 19.64090  C30 1.080
39 H -16.22009 3.72204 20.82954  C32 1.080
40 H -14.52508 2.86537 19.10202  C33 1.080
41 H -12.46634 5.22189 17.36310  O35 0.960
42 H -16.99024 7.08540 21.09716  O36 0.960
43 C -17.70412 10.31554 16.52215  C44 1.440, C48 1.378, H51 1.080
44 C -18.49412 10.63318 15.36120  C43 1.440, C45 1.387, H52 1.080
45 C -18.50885 11.97681 15.01758  C44 1.387, C46 1.404, O50 1.316
46 C -17.71504 12.94280 15.65545  C45 1.404, C47 1.377, H53 1.080
47 C -16.91307 12.61144 16.72515  C46 1.377, C48 1.408, H54 1.080
48 C -16.90766 11.26261 17.12841  C43 1.378, C47 1.408, O49 1.344
49 O -16.05786 10.75299 18.03570  C48 1.344, H55 0.960
50 O -19.24767 12.35512 13.99620  C45 1.316, H56 0.960
51 H -17.73129 9.24955 16.69332  C43 1.080
52 H -19.13961 9.95683 14.82054  C44 1.080
53 H -17.82047 13.97931 15.37095  C46 1.080
54 H -16.38301 13.38708 17.25789  C47 1.080
55 H -16.52264 10.57540 18.85670  O49 0.960
56 H -19.11524 13.28787 13.81177  O50 0.960
57 C -18.28925 4.29418 11.78412  C58 1.341, C62 1.400, H65 1.080
58 C -18.34043 3.96943 10.48378  C57 1.341, C59 1.369, H66 1.080
59 C -18.37483 2.64912 10.12527  C58 1.369, C60 1.398, O64 1.349
60 C -18.52284 1.63939 11.08051  C59 1.398, C61 1.417, H67 1.080
61 C -18.61600 2.02079 12.44184  C60 1.417, C62 1.415, H68 1.080
62 C -18.51730 3.38077 12.82035  C57 1.400, C61 1.415, O63 1.381
63 O -18.71613 3.89065 14.08774  C62 1.381, H69 0.960
64 O -17.94585 2.29897 8.89544  C59 1.349, H70 0.960
65 H -18.23225 5.36106 11.94201  C57 1.080
66 H -18.27721 4.62659 9.62906  C58 1.080
67 H -18.49511 0.59184 10.81919  C60 1.080
68 H -18.80876 1.23583 13.15813  C61 1.080
69 H -19.13120 3.21869 14.63343  O63 0.960
70 H -17.46882 1.47229 8.79227  O64 0.960
71 C -17.50357 8.66815 9.00343  C72 1.393, C76 1.373, H79 1.080
72 C -17.18777 9.64995 9.94021  C71 1.393, C73 1.351, H80 1.080
73 C -17.96860 9.82953 11.02783  C72 1.351, C74 1.423, O78 1.350
74 C -19.17893 9.10098 11.20153  C73 1.423, C75 1.412, H81 1.080
75 C -19.47183 8.05962 10.29462  C74 1.412, C76 1.435, H82 1.080
76 C -18.55868 7.81479 9.21468  C71 1.373, C75 1.435, O77 1.393
77 O -18.93155 6.84952 8.28219  C76 1.393, H83 0.960
78 O -17.62702 10.78488 11.91844  C73 1.350, H84 0.960
79 H -16.81422 8.51487 8.18630  C71 1.080
80 H -16.33628 10.30880 9.85493  C72 1.080
81 H -19.88257 9.11804 12.02068  C74 1.080
82 H -20.36055 7.45942 10.42249  C75 1.080
83 H -18.40311 6.86051 7.48080  O77 0.960
84 H -18.32354 10.99620 12.54438  O78 0.960
85 C -15.33668 4.36627 15.31368  O86 1.419, H93 1.090, H94 1.090, H95 1.090
86 O -15.55584 5.71055 14.91441  C85 1.419, P87 1.610
87 P -14.37070 6.79818 14.84199  O86 1.610, O88 1.497, O89 1.622, O91 1.600
88 O -12.95983 6.30988 14.94682  P87 1.497
89 O -14.71157 7.63923 13.49745  P87 1.622, C90 1.450
90 C -16.02046 8.21612 13.25766  O89 1.450, H96 1.090, H97 1.090, H98 1.090
91 O -14.83575 7.88081 15.92435  P87 1.600, C92 1.453
92 C -14.00738 9.06747 16.05393  O91 1.453, H99 1.090, H100 1.090, H101 1.090
93 H -15.97877 3.64362 14.81009  C85 1.090
94 H -15.60437 4.26961 16.36587  C85 1.090
95 H -14.30380 4.05416 15.15926  C85 1.090
96 H -15.86132 9.15833 12.73323  C90 1.090
97 H -16.43919 8.30578 14.26002  C90 1.090
98 H -16.66958 7.52493 12.72006  C90 1.090
99 H -14.65348 9.92227 15.85403  C92 1.090
100 H -13.18257 9.14536 15.34560  C92 1.090
101 H -13.54425 9.27140 17.01935  C92 1.090
102 C -11.53413 3.87625 7.24094  O103 1.455, H110 1.090, H111 1.090, H112 1.090
103 O -12.03214 4.50954 8.45262  C102 1.455, P104 1.606
104 P -13.60642 4.82917 8.46066  O103 1.606, O105 1.482, O106 1.622, O108 1.639
105 O -14.16783 5.12048 7.12036  P104 1.482
106 O -13.72365 6.03664 9.53695  P104 1.622, C107 1.399
107 C -14.94084 6.49827 10.04826  O106 1.399, H113 1.090, H114 1.090, H115 1.090
108 O -14.26383 3.62082 9.35189  P104 1.639, C109 1.421
109 C -13.64522 3.17709 10.55173  O108 1.421, H116 1.090, H117 1.090, H118 1.090
110 H -11.04994 4.62058 6.60877  C102 1.090
111 H -12.29970 3.37635 6.64756  C102 1.090
112 H -10.92712 3.07208 7.65683  C102 1.090
113 H -15.07067 7.57253 9.91706  C107 1.090
114 H -15.06062 6.32008 11.11691  C107 1.090
115 H -15.80256 5.99628 9.60832  C107 1.090
116 H -12.64738 3.56525 10.75603  C109 1.090
117 H -13.54976 2.09280 10.60930  C109 1.090
118 H -14.35053 3.46897 11.32984  C109 1.090
119 C -9.74617 11.15883 7.86512  O120 1.406, H127 1.090, H128 1.090, H129 1.090
120 O -10.69065 11.07859 8.90394  C119 1.406, P121 1.608
121 P -11.13647 9.61858 9.40969  O120 1.608, O122 1.496, O123 1.636, O125 1.644
122 O -10.08072 8.57287 9.58081  P121 1.496
123 O -11.88595 9.95553 10.82459  P121 1.636, C124 1.445
124 C -12.44906 8.94278 11.68713  O123 1.445, H130 1.090, H131 1.090, H132 1.090
125 O -12.36525 9.20430 8.39889  P121 1.644, C126 1.432
126 C -11.98499 8.58403 7.16596  O125 1.432, H133 1.090, H134 1.090, H135 1.090
127 H -8.94673 11.86564 8.08741  C119 1.090
128 H -10.28413 11.73451 7.11193  C119 1.090
129 H -9.35824 10.27712 7.35500  C119 1.090
130 H -12.42250 7.95285 11.23168  C124 1.090
131 H -13.47616 9.06340 12.03153  C124 1.090
132 H -11.83784 8.91456 12.58919  C124 1.090
133 H -12.40928 9.15709 6.34154  C126 1.090
134 H -12.39072 7.57923 7.04817  C126 1.090
135 H -10.91835 8.70707 6.97825  C126 1.090
136 C -15.44790 0.85779 13.62075  O137 1.427, H142 1.090, H143 1.090, H144 1.090
137 O -16.53598 0.01674 13.23886  C136 1.427, C138 1.457
138 C -16.96378 -0.95921 14.23308  O137 1.457, C139 1.570, H145 1.090, H146 1.090
139 C -17.82896 -2.05220 13.50998  C138 1.570, O140 1.456, H147 1.090, H148 1.090
140 O -17.94321 -3.30421 14.24459  C139 1.456, C141 1.430
141 C -18.93476 -4.25861 13.85588  O140 1.430, H149 1.090, H150 1.090, H151 1.090
142 H -15.54049 1.42256 14.54842  C136 1.090
143 H -15.07472 1.56531 12.88031  C136 1.090
144 H -14.61537 0.16742 13.75630  C136 1.090
145 H -17.46831 -0.47467 15.06901  C138 1.090
146 H -16.09144 -1.43289 14.68335  C138 1.090
147 H -17.23902 -2.27415 12.62070  C139 1.090
148 H -18.76381 -1.54094 13.28028  C139 1.090
149 H -18.76233 -5.20755 14.36373  C141 1.090
150 H -18.78560 -4.66328 12.85483  C141 1.090
151 H -19.96362 -4.04525 14.14577  C141 1.090
152 C -11.93020 1.94787 14.59342  O153 1.428, H158 1.090, H159 1.090, H160 1.090
153 O -12.50240 0.65637 14.80307  C152 1.428, C154 1.520
154 C -11.61092 -0.35895 14.10722  O153 1.520, C155 1.546, H161 1.090, H162 1.090
155 C -12.16890 -1.79263 14.26442  C154 1.546, O156 1.413, H163 1.090, H164 1.090
156 O -11.65181 -2.35380 15.45318  C155 1.413, C157 1.448
157 C -12.05087 -3.69038 15.84116  O156 1.448, H165 1.090, H166 1.090, H167 1.090
158 H -11.08312 2.18785 15.23606  C152 1.090
159 H -12.58016 2.79289 14.82058  C152 1.090
160 H -11.56225 2.03795 13.57136  C152 1.090
161 H -10.62380 -0.23872 14.55356  C154 1.090
162 H -11.57205 -0.18613 13.03171  C154 1.090
163 H -12.03200 -2.56694 13.50959  C155 1.090
164 H -13.24816 -1.64096 14.28111  C155 1.090
165 H -11.49492 -3.95524 16.74053  C157 1.090
166 H -11.78949 -4.44957 15.10400  C157 1.090
167 H -13.13052 -3.80279 15.94019  C157 1.090
168 C -20.08438 6.43345 15.15713  O169 1.415, H174 1.090, H175 1.090, H176 1.090
169 O -19.32100 7.17708 16.08758  C168 1.415, C170 1.461
170 C -18.14826 6.45669 16.57660  O169 1.461, C171 1.537, H177 1.090, H178 1.090
171 C -18.53683 5.36439 17.58526  C170 1.537, O172 1.421, H179 1.090, H180 1.090
172 O -19.10902 6.05302 18.68873  C171 1.421, C173 1.471
173 C -19.39969 5.20887 19.85727  O172 1.471, H181 1.090, H182 1.090, H183 1.090
174 H -20.51695 5.52176 15.56921  C168 1.090
175 H -19.80863 6.16002 14.13865  C168 1.090
176 H -20.98987 7.03854 15.11176  C168 1.090
177 H -17.44232 7.14674 17.03874  C170 1.090
178 H -17.76001 6.10402 15.62110  C170 1.090
179 H -17.62069 4.95906 18.01476  C171 1.090
180 H -19.17595 4.60604 17.13301  C171 1.090
181 H -20.26587 4.63608 19.52596  C173 1.090
182 H -19.58763 5.69523 20.81446  C173 1.090
183 H -18.65384 4.43379 20.03353  C173 1.090
184 C -11.62859 13.96625 20.38453  O185 1.463, H190 1.090, H191 1.090, H192 1.090
185 O -11.29765 13.90810 18.96074  C184 1.463, C186 1.414
186 C -10.86259 12.61603 18.58636  O185 1.414, C187 1.549, H193 1.090, H194 1.090
187 C -11.99728 11.66645 18.12829  C186 1.549, O188 1.452, H195 1.090, H196 1.090
188 O -11.66221 10.56708 17.24070  C187 1.452, C189 1.381
189 C -10.86134 9.61869 17.84486  O188 1.381, H197 1.090, H198 1.090, H199 1.090
190 H -10.69135 13.85732 20.93027  C184 1.090
191 H -12.43545 13.33786 20.76160  C184 1.090
192 H -12.07208 14.96124 20.42201  C184 1.090
193 H -10.32088 12.07428 19.36171  C186 1.090
194 H -10.28509 12.60761 17.66196  C186 1.090
195 H -12.58198 12.38149 17.54953  C187 1.090
196 H -12.59616 11.35099 18.98263  C187 1.090
197 H -9.98525 9.93446 18.41132  C189 1.090
198 H -10.54188 8.89892 17.09122  C189 1.090
199 H -11.49175 9.07294 18.54687  C189 1.090
200 C -13.81046 15.62692 17.11006  O201 1.428, H206 1.090, H207 1.090, H208 1.090
201 O -14.61858 15.69937 15.93449  C200 1.428, C202 1.404
202 C -14.13883 14.99385 14.81969  O201 1.404, C203 1.538, H209 1.090, H210 1.090
203 C -13.89378 13.53356 15.23728  C202 1.538, O204 1.380, H211 1.090, H212 1.090
204 O -13.81189 12.65030 14.18012  C203 1.380, C205 1.400
205 C -15.00683 12.29197 13.54410  O204 1.400, H213 1.090, H214 1.090, H215 1.090
206 H -14.24049 14.79473 17.66741  C200 1.090
207 H -13.81166 16.53043 17.71979  C200 1.090
208 H -12.75292 15.42699 16.93755  C200 1.090
209 H -13.25019 15.42467 14.35836  C202 1.090
210 H -14.93305 14.95659 14.07409  C202 1.090
211 H -14.74564 13.25474 15.85752  C203 1.090
212 H -12.92602 13.60287 15.73400  C203 1.090
213 H -15.48720 11.66963 14.29911  C205 1.090
214 H -14.69431 11.56976 12.78989  C205 1.090
215 H -15.56813 13.12924 13.12934  C205 1.090

Results
E_HOMO   -7.59 eV
Gap between HOMO and LUMO   7.9 eV
Strongest force on any atom   3.78 eV/A
2S+1   1

Here are the Löwdin charges for atoms 1 to 5, given in e: number 1, C, carries -0.009; number 2, C, carries 0.010; number 3, C, carries -0.299; number 4, C, carries -0.030; number 5, C, carries -0.018